a.
{
  "formula": "C11H13NO",
  "method": "the ωB97M-V functional and the def2-TZVPD basis",
  "lumo_energy_ha": 0.02576,
  "smiles": "CCc1cccc(CC)c1N=C=O",
  "e_homo_ev": -8.415,
  "homo_lumo_gap_ev": 9.12,
  "species": ["H", "H", "C", "H", "C", "C", "H", "H", "C", "H", "N", "C", "C", "H", "H", "H", "H", "C", "C", "H", "C", "O", "C", "H", "H", "C"],
  "coordinates": [[2.07308, -0.78286, -2.50778], [-0.63095, -2.48092, -0.79534], [-1.49629, -1.37583, 1.14949], [1.02796, 3.15722, -1.07547], [-0.23924, 2.51736, 1.98420], [1.44774, -0.13346, -1.90036], [0.83215, 2.78903, 1.82558], [2.32587, -2.66709, 0.10510], [-0.16747, 1.58387, -0.28746], [1.11071, -3.85106, 0.33353], [-1.08128, -0.30718, 0.74111], [0.54799, -0.69831, -1.02776], [0.44641, -2.17209, -0.90178], [-1.26580, 3.38300, 0.25119], [0.86636, -2.53157, -1.86204], [-0.21619, 1.55048, 2.51446], [-0.73242, 3.23000, 2.67116], [1.57218, 1.24596, -1.94448], [-0.99693, 2.37418, 0.64870], [2.34297, 1.72138, -2.57160], [0.85184, 2.08073, -1.09654], [-2.13583, -2.18641, 1.72694], [-0.25339, 0.15314, -0.20356], [-1.93300, 1.78465, 0.84312], [1.00427, -2.38823, 1.23953], [1.26225, -2.78763, 0.25042]],
  "nbo_charge": [0.211, 0.208, 0.872, 0.213, -0.600, -0.234, 0.208, 0.211, 0.010, 0.215, -0.542, 0.053, -0.445, 0.217, 0.219, 0.210, 0.212, -0.210, -0.440, 0.213, -0.219, -0.503, 0.093, 0.229, 0.203, -0.605]
}



b.
{
  "formula": "C11H13NO",
  "method": "the ωB97M-V functional and the def2-TZVPD basis",
  "lumo_energy_ha": 0.00293,
  "e_homo_ev": -8.146,
  "homo_lumo_gap_ev": 8.23,
  "species": ["C", "H", "N", "H", "C", "C", "H", "H", "H", "C", "H", "C", "C", "C", "C", "H", "H", "H", "H", "H", "C", "H", "H", "O", "C", "C"],
  "coordinates": [[2.88316, 0.13157, -0.12031], [3.91964, 0.40661, -0.21249], [-2.83210, 0.20820, -0.79555], [-1.41076, -2.40951, 0.94898], [-1.76120, 1.32156, -0.64316], [1.68999, 0.92293, -0.01156], [3.58225, -2.05770, -0.40827], [-1.11222, 0.00908, 2.44363], [-2.59832, -0.14788, 1.37425], [0.39756, 0.29184, 0.27105], [-1.42198, 1.62459, -1.80804], [0.40677, -1.07807, 0.31247], [-1.56025, -0.19704, 1.39224], [2.77818, -1.21228, -0.41076], [1.50393, -1.81233, -0.18545], [-0.45374, 1.86746, 1.13504], [2.23063, 2.83800, -0.84419], [-2.46839, 2.19384, -0.53872], [-1.22997, -1.12681, -1.50537], [1.35750, -2.74132, -0.57937], [-1.99684, -1.06441, -0.77605], [-3.68320, 0.26397, -0.33040], [-2.60258, -2.03075, -1.01036], [1.51654, 2.29097, 0.10995], [-1.20624, -1.40751, 0.59838], [-0.87115, 1.02462, 0.57724]],
  "nbo_charge": [-0.313, 0.226, -0.654, 0.223, -0.239, 0.308, 0.229, 0.218, 0.208, -0.062, 0.220, 0.023, -0.382, -0.206, -0.246, 0.254, 0.467, 0.211, 0.205, 0.201, -0.241, 0.372, 0.201, -0.672, -0.253, -0.296]
}



Stability check: which of them is most stable? a.